258
Properties=species:S:1:pos:R:3:forces:R:3 method="wB97M-V/def2-TZVPD" lumo_energy_ev=0.099 orbital_gap_ev=8.223
C 5.337 1.784 6.131 -0.3 0.0 -1.2
C 5.951 2.631 4.997 -2.2 1.2 0.5
C 7.432 2.365 4.849 0.0 -1.4 1.3
C 7.927 2.999 3.611 1.4 0.4 -2.6
C 7.136 2.418 2.402 1.1 -0.8 0.4
C 5.672 2.634 2.489 -0.4 1.5 -0.7
N 5.225 2.198 3.791 0.7 -1.6 0.4
O 3.839 2.351 3.958 -0.6 0.5 0.1
C 5.419 4.144 2.312 -1.7 0.4 -0.9
C 4.955 1.782 1.452 -1.0 0.3 -0.5
C 5.707 4.153 5.351 -0.4 -0.1 1.6
H 4.248 1.826 6.228 0.2 0.4 -0.3
H 5.743 2.025 7.062 0.8 0.6 1.6
H 5.592 0.770 5.926 0.2 -1.0 -0.1
H 7.946 2.740 5.748 -0.2 -0.1 -0.2
H 7.526 1.231 4.871 0.3 1.3 -0.4
H 8.996 2.883 3.357 -0.1 -0.9 0.5
H 7.997 4.114 3.588 -1.1 -0.6 0.4
H 7.284 1.318 2.293 0.4 0.6 0.3
H 7.445 2.867 1.475 0.4 0.2 -0.5
H 5.358 4.558 1.250 0.3 -0.8 1.2
H 4.396 4.233 2.734 0.4 0.6 -0.3
H 6.114 4.747 2.894 -0.1 0.0 -0.2
H 5.378 1.723 0.439 0.2 0.3 0.4
H 4.957 0.793 1.850 0.2 -1.1 0.2
H 3.880 2.014 1.363 0.4 0.3 0.0
H 5.023 4.731 4.726 -0.1 -0.5 0.1
H 6.606 4.764 5.385 0.3 -0.2 -0.1
H 5.318 4.158 6.406 0.2 0.3 -1.0
H 3.353 1.532 3.597 1.0 0.7 0.1
C -0.879 -4.646 8.107 0.2 -1.2 0.6
C -0.705 -3.246 7.574 -1.3 -0.1 0.0
C 0.444 -3.299 6.541 0.0 1.5 0.4
C 0.427 -2.036 5.674 -0.1 -0.7 -0.5
C -0.904 -1.763 5.037 -1.1 -0.1 1.2
C -2.094 -1.713 6.023 -0.8 -0.1 -0.2
N -2.000 -2.967 6.845 0.5 1.0 0.1
O -3.126 -3.061 7.736 0.5 -0.2 -0.8
C -2.134 -0.313 6.799 0.5 -1.5 -0.2
C -3.338 -1.878 5.097 1.1 -1.1 -0.3
C -0.331 -2.293 8.730 0.8 0.0 0.3
H -1.600 -4.817 8.928 -0.1 0.5 -0.6
H 0.057 -4.966 8.582 0.1 -0.1 -0.5
H -1.137 -5.295 7.249 0.1 0.1 0.6
H 1.391 -3.246 7.117 -0.4 -0.6 -0.3
H 0.408 -4.182 5.919 -0.1 -0.4 0.0
H 1.045 -2.139 4.796 1.0 -0.1 0.1
H 0.785 -1.249 6.296 0.3 1.1 0.2
H -1.125 -2.614 4.389 0.0 0.2 -0.4
H -0.936 -0.816 4.492 0.2 -0.2 -0.3
H -1.085 0.011 6.899 -0.4 0.1 0.4
H -2.655 0.444 6.224 -0.2 0.0 -0.3
H -2.654 -0.388 7.775 0.4 0.0 -0.4
H -3.128 -1.296 4.186 -0.8 0.3 0.4
H -3.451 -2.929 4.751 0.6 0.4 0.2
H -4.271 -1.744 5.591 -0.7 1.0 0.3
H -1.111 -2.009 9.464 0.1 -0.6 -0.4
H 0.024 -1.329 8.337 0.2 -0.4 0.2
H 0.497 -2.838 9.288 -0.9 1.0 -0.5
H -2.905 -2.559 8.523 0.1 0.4 0.4
C -2.759 -3.902 -8.590 -0.6 0.4 -0.7
C -3.436 -4.012 -7.239 1.6 0.9 0.7
C -4.818 -4.557 -7.348 -0.8 -0.9 -1.2
C -4.946 -6.097 -7.528 1.9 0.9 1.3
C -4.031 -6.684 -6.410 -0.7 -0.5 0.9
C -2.593 -6.181 -6.385 0.6 -1.4 1.4
N -2.675 -4.771 -6.239 -0.3 0.5 -0.1
O -1.345 -4.308 -6.250 0.7 1.0 0.7
C -1.938 -6.683 -5.035 -0.6 -0.5 -0.6
C -1.743 -6.674 -7.562 -1.8 0.1 -1.5
C -3.485 -2.600 -6.622 -0.1 -1.2 1.0
H -1.826 -3.384 -8.575 1.1 -0.1 0.5
H -3.336 -3.161 -9.143 -0.5 -0.4 -0.5
H -2.657 -4.852 -9.123 -0.3 0.4 -0.1
H -5.339 -4.314 -6.443 -0.5 0.2 0.5
H -5.309 -4.072 -8.205 0.0 0.1 0.4
H -4.551 -6.449 -8.476 -0.3 0.1 -0.4
H -5.999 -6.296 -7.401 -0.1 -0.7 -0.1
H -3.974 -7.784 -6.364 -0.3 0.3 -0.3
H -4.396 -6.369 -5.406 -0.3 -0.2 -0.6
H -2.421 -6.134 -4.184 0.5 -0.7 -0.6
H -2.130 -7.792 -4.993 0.3 1.0 0.3
H -0.846 -6.494 -5.051 -0.7 -0.1 0.1
H -2.455 -7.135 -8.291 0.6 0.4 0.2
H -1.312 -5.799 -8.056 0.5 -0.6 0.1
H -1.059 -7.478 -7.369 0.7 -0.1 0.5
H -4.007 -2.662 -5.636 0.4 0.2 -0.7
H -4.042 -2.025 -7.294 -1.0 1.4 -0.8
H -2.492 -2.172 -6.498 -0.1 0.0 0.0
H -1.355 -3.598 -5.575 0.3 -0.2 -0.3
C 0.099 -1.243 -4.922 -1.8 0.4 -1.5
O -0.849 -1.908 -4.457 0.5 0.3 -0.1
N -0.016 -0.612 -6.156 3.0 0.0 1.1
N 1.245 -1.057 -4.226 1.3 -0.6 -0.1
H -0.939 -0.434 -6.466 -0.6 0.2 -0.3
H 0.827 -0.054 -6.509 -1.8 -1.0 0.7
H 2.089 -0.982 -4.816 -0.5 0.3 0.6
H 1.352 -1.728 -3.453 -0.1 0.5 -0.3
C 1.188 3.669 -3.944 0.9 -1.8 0.0
O 2.357 3.983 -3.830 2.4 0.1 -0.4
N 0.243 4.452 -3.500 -1.5 0.7 0.1
N 0.792 2.466 -4.445 -0.4 0.4 0.0
H 0.290 5.100 -2.756 0.9 1.2 0.6
H -0.642 4.108 -3.662 -2.4 -0.6 -0.3
H 1.374 1.895 -5.028 0.3 -0.1 -0.1
H -0.141 2.146 -4.260 -0.3 -0.3 -0.2
C 5.693 4.657 -2.316 -2.8 -2.9 -1.9
O 5.956 5.664 -1.762 1.8 3.4 2.0
N 5.501 3.488 -1.616 -0.3 -0.9 0.5
N 5.357 4.653 -3.673 0.2 -1.5 0.4
H 5.582 3.532 -0.585 -0.1 0.3 -1.3
H 4.998 2.643 -1.945 0.8 0.9 -0.1
H 4.577 4.100 -4.008 0.3 0.1 0.3
H 5.504 5.475 -4.207 0.1 0.8 0.1
C -3.889 -3.839 1.284 0.2 1.1 -1.0
O -4.761 -4.673 1.379 -0.5 -0.4 0.2
N -4.173 -2.498 1.069 0.5 -2.2 0.9
N -2.528 -4.196 1.238 -0.5 1.5 0.0
H -5.113 -2.360 0.773 -0.4 0.6 -0.2
H -3.459 -1.841 0.860 0.4 0.5 -0.5
H -2.359 -5.099 1.606 0.0 -0.8 0.5
H -1.955 -3.479 1.659 0.3 -0.1 -0.1
C 3.719 0.749 -5.808 -1.5 -2.1 -0.1
O 2.656 0.656 -6.458 0.2 1.6 0.3
N 4.131 1.763 -5.008 -0.1 0.5 0.1
N 4.441 -0.419 -5.768 1.9 0.1 0.7
H 4.814 1.527 -4.288 -0.2 0.1 -0.3
H 3.514 2.571 -4.773 0.3 -1.0 -0.4
H 4.225 -1.243 -6.351 0.1 1.3 0.5
H 5.344 -0.386 -5.271 -0.8 -0.4 -0.6
C 2.068 6.994 -1.511 -1.7 -2.3 -0.9
O 0.860 6.746 -1.709 -0.1 0.0 0.0
N 2.997 6.205 -2.074 2.1 -0.1 0.8
N 2.382 8.013 -0.707 2.5 1.4 1.2
H 2.671 5.321 -2.461 0.0 0.4 -0.4
H 3.996 6.161 -1.739 -1.5 0.5 -0.5
H 1.817 8.056 0.106 -1.0 0.3 0.3
H 3.353 8.077 -0.392 -0.3 -0.1 -0.6
C 0.805 3.800 5.203 1.4 -0.6 -0.2
O -0.187 4.532 5.337 -0.1 -0.8 -0.3
N 0.848 2.455 4.951 0.5 0.5 0.5
N 2.060 4.315 5.323 0.4 0.6 -0.4
H 1.714 1.972 4.776 0.4 0.5 0.1
H 0.100 1.895 4.686 -2.0 -0.6 -0.1
H 1.985 5.309 5.168 0.5 0.1 0.3
H 2.888 3.848 4.893 -1.0 0.2 0.3
C 2.887 -4.408 -5.185 -0.6 -0.5 2.1
O 3.819 -4.043 -4.459 -0.2 0.0 -1.1
N 1.571 -4.189 -4.808 2.1 0.6 -0.1
N 2.975 -5.231 -6.274 -1.7 0.2 -1.3
H 1.389 -3.720 -3.927 -0.1 -0.4 -0.5
H 0.895 -4.639 -5.356 -1.6 -0.3 -0.2
H 2.128 -5.263 -6.895 1.6 -0.1 0.9
H 3.841 -5.522 -6.683 0.3 0.3 0.2
C -3.442 5.357 -1.814 0.1 -0.1 0.5
O -4.198 4.889 -2.653 -0.5 -0.6 -0.5
N -3.312 4.791 -0.568 0.0 -0.6 0.0
N -2.723 6.476 -2.034 0.2 0.3 0.2
H -2.583 5.008 0.145 -0.6 -0.1 -0.8
H -3.641 3.831 -0.642 0.3 0.3 0.6
H -2.682 6.838 -2.966 -0.1 0.0 -0.2
H -1.874 6.496 -1.520 0.8 0.6 0.4
C -4.624 0.885 2.167 1.3 -0.2 -2.1
O -3.411 1.044 2.449 -0.6 -0.2 -0.3
N -5.545 1.010 3.087 -0.3 0.3 0.5
N -5.025 0.549 0.858 -1.1 1.0 2.4
H -6.495 0.866 2.893 -1.3 -0.3 -0.4
H -5.259 1.389 3.959 0.2 0.3 1.0
H -5.921 0.875 0.485 0.6 -0.6 0.4
H -4.268 0.384 0.271 1.3 -0.2 -1.5
C -3.429 3.106 5.749 -0.7 -0.3 -0.6
O -4.522 2.473 5.790 2.4 1.3 -0.1
N -3.012 4.000 6.712 0.2 -0.2 0.2
N -2.547 3.044 4.711 -1.5 -1.3 -1.6
H -2.008 4.201 6.707 -0.5 -0.1 0.0
H -3.365 3.704 7.596 -0.2 0.2 0.8
H -1.707 3.602 4.561 -0.5 0.1 0.7
H -2.980 2.581 3.899 0.7 0.0 0.3
C -7.511 -1.637 1.446 0.6 -2.9 2.1
O -7.612 -0.465 1.296 -0.6 3.6 0.4
N -7.274 -2.285 2.650 -0.1 0.6 -0.3
N -7.605 -2.492 0.453 -0.5 -0.6 -2.3
H -7.360 -1.756 3.475 0.1 0.5 0.8
H -7.144 -3.273 2.752 0.0 -0.1 -0.3
H -7.518 -2.113 -0.469 0.1 0.1 -0.4
H -7.249 -3.402 0.539 0.4 -1.3 0.2
C -2.762 1.892 -3.918 -1.4 0.1 0.6
O -2.089 0.960 -4.347 0.4 -0.3 0.7
N -2.888 3.007 -4.713 1.7 -2.3 -0.3
N -3.476 1.863 -2.705 0.9 1.2 -2.5
H -3.345 3.787 -4.351 -0.6 1.9 0.4
H -2.132 2.965 -5.419 -1.2 0.8 0.5
H -4.135 2.587 -2.475 0.1 0.3 -0.2
H -3.392 1.070 -2.138 0.3 -1.4 0.8
C 0.745 3.613 0.806 -0.8 -0.2 -0.2
O 1.240 2.742 0.089 0.0 0.2 -0.1
N 0.196 4.779 0.282 0.7 -0.5 0.3
N 0.545 3.456 2.138 -0.3 1.5 0.0
H 0.499 4.910 -0.656 0.2 0.5 -0.6
H 0.002 5.650 0.786 0.1 -1.0 0.0
H -0.050 4.184 2.483 -0.3 0.2 0.5
H 0.484 2.607 2.651 0.6 -0.8 -0.3
C 3.884 -4.339 0.775 -0.2 0.0 -1.1
O 2.958 -4.034 1.572 1.4 -0.5 -1.0
N 4.072 -5.616 0.292 -1.7 -0.2 1.7
N 4.709 -3.392 0.224 0.5 0.2 -1.2
H 3.471 -6.298 0.761 0.5 0.4 -0.4
H 4.878 -5.997 -0.154 0.5 0.4 -0.2
H 4.310 -2.464 0.356 0.5 -0.2 -0.2
H 5.222 -3.525 -0.716 -1.5 0.1 2.3
C 0.380 -3.573 -1.373 0.5 1.6 -0.5
O 1.290 -2.713 -1.509 0.4 -0.7 0.4
N 0.486 -4.594 -0.488 1.8 1.1 1.0
N -0.705 -3.426 -2.121 0.3 -0.9 0.2
H -0.139 -5.321 -0.298 -1.5 -0.7 -0.4
H 0.991 -4.309 0.345 0.4 -0.3 -0.3
H -0.699 -2.649 -2.763 -0.6 0.2 -0.4
H -1.524 -3.856 -1.782 -1.2 -0.2 0.0
C -1.450 0.289 -0.706 -0.3 0.7 -0.1
O -2.383 -0.475 -1.030 0.7 0.5 0.8
N -1.485 1.115 0.400 0.0 -0.9 -1.2
N -0.318 0.446 -1.460 1.1 0.8 -0.7
H -0.740 1.741 0.650 0.3 -0.2 -0.3
H -2.216 0.966 1.067 -0.6 0.1 0.6
H -0.205 0.037 -2.394 -0.7 0.0 0.7
H 0.143 1.369 -1.406 -0.2 -0.8 0.3
C 4.190 -0.346 -2.261 -0.7 -0.7 0.5
O 5.093 0.468 -2.257 0.9 1.1 -0.2
N 4.436 -1.656 -2.650 -1.4 1.3 0.9
N 2.916 0.009 -1.841 1.6 -0.6 -0.8
H 5.380 -1.885 -2.913 -0.4 0.0 -0.3
H 3.621 -2.214 -2.855 0.6 -0.7 -0.2
H 2.223 -0.690 -1.720 -0.7 -0.5 0.3
H 2.818 0.889 -1.370 0.0 0.2 0.0
C -5.117 -2.204 -2.621 3.5 -0.2 -0.9
O -6.116 -2.355 -2.015 -3.6 -0.5 1.9
N -4.796 -1.097 -3.285 0.6 1.9 -1.1
N -4.114 -3.137 -2.586 0.9 -1.2 -0.4
H -5.330 -0.291 -2.988 0.2 -0.1 -0.4
H -3.815 -0.934 -3.528 -0.6 0.0 0.2
H -3.405 -3.283 -3.316 -0.8 0.5 0.4
H -4.435 -3.969 -2.134 0.0 -0.5 0.1
C -2.827 5.898 2.774 -0.4 -0.3 0.0
O -1.992 5.654 1.901 0.3 0.2 0.4
N -4.186 5.782 2.514 2.4 0.7 1.2
N -2.423 6.322 4.068 0.6 -0.2 -2.9
H -4.634 5.826 3.405 -1.5 -0.3 -0.3
H -4.491 5.338 1.649 0.0 0.2 0.7
H -1.440 6.087 4.183 -0.2 0.1 0.2
H -2.961 6.065 4.847 -0.9 -0.4 1.1
C 2.485 -0.586 2.463 -0.9 1.5 -1.1
O 2.452 0.603 2.848 -1.2 -0.4 -0.6
N 1.848 -1.028 1.315 0.3 -0.4 0.0
N 3.159 -1.469 3.168 0.1 -2.6 -1.3
H 1.451 -0.416 0.602 0.3 0.2 0.8
H 1.916 -2.004 1.000 0.1 0.7 0.5
H 3.179 -2.421 2.726 0.4 0.8 1.3
H 3.488 -1.181 4.064 0.3 -0.3 0.2